{
  "formula": "C4H11O3PSi",
  "method": "the ωB97M-V functional and the def2-TZVPD basis",
  "elements": ["C", "C", "C", "C", "P", "O", "O", "O", "Si", "H", "H", "H", "H", "H", "H", "H", "H", "H", "H", "H"],
  "xyz": [[1.101314, -1.909333, 1.296590], [0.509912, -0.893166, 0.346586], [-0.793289, -1.459331, -0.449270], [-1.299608, -0.524652, -1.504228], [-2.664284, 0.416238, -0.990008], [-3.253767, 1.100839, -2.240732], [-3.599837, -0.207060, 0.020100], [-2.009441, 1.960441, 0.051530], [-1.127661, 3.128080, -0.511380], [0.281716, -2.574738, 1.695379], [1.774042, -2.526446, 0.760366], [1.659192, -1.434817, 2.078745], [1.310327, -0.678013, -0.516810], [0.268821, -0.001430, 0.920453], [-1.555916, -1.814937, 0.283693], [-0.270822, -2.423676, -0.916978], [-0.544906, -0.114267, -2.177494], [0.538424, 3.117639, -0.499409], [-1.384876, 3.629688, -1.912825], [-1.327261, 4.372760, 0.335821]],
  "forces_ev_per_a": [[-1.363, -0.553, 0.100], [0.064, -0.287, -2.081], [2.936, -0.795, -0.139], [-0.788, -0.446, 1.571], [-0.824, 0.451, -2.560], [0.498, 0.046, 1.801], [0.832, 0.353, -0.132], [-0.440, -1.376, -0.170], [1.710, 1.419, -0.558], [0.805, 0.654, -0.035], [0.770, -0.993, -0.478], [0.258, 0.151, 0.788], [-1.690, 0.039, 1.911], [-0.126, 0.391, -0.443], [0.417, 0.429, -0.551], [-1.166, 1.106, 0.626], [-0.283, 0.116, 0.044], [-1.650, -0.365, 0.079], [0.032, -0.228, 0.252], [0.008, -0.112, -0.024]],
  "lowdin_charge": [-0.193, -0.298, -0.374, -0.371, 0.314, -0.511, -0.452, -0.546, 0.250, 0.076, 0.026, 0.034, 0.122, 0.076, 0.076, 0.085, 0.001, -0.096, -0.095, -0.125],
  "e_lumo_ev": 6.1,
  "smiles": "CCCC=P([O-])([O-])O[SiH3]",
  "total_charge": -2,
  "homo_lumo_gap_ev": 4.6266
}

{
  "formula": "C28H26BF4IN4OP2SV",
  "method": "the ωB97M-V functional and the def2-TZVPD basis",
  "elements": ["V", "C", "N", "P", "C", "C", "C", "C", "C", "C", "C", "C", "C", "C", "C", "C", "P", "C", "C", "C", "C", "C", "C", "C", "C", "C", "C", "C", "C", "H", "H", "H", "H", "H", "H", "H", "H", "H", "H", "H", "H", "H", "H", "H", "H", "H", "H", "H", "H", "H", "H", "H", "F", "B", "F", "F", "F", "O", "S", "N", "I", "C", "C", "N", "N", "C", "H", "H", "H"],
  "xyz": [[-0.531324, -1.194912, 1.424695], [1.013363, 1.901416, -1.113784], [0.616990, 0.956900, 0.002166], [1.338895, -0.734265, 0.162106], [1.421203, -1.329827, -1.526958], [0.377548, -2.046203, -2.065916], [0.317007, -2.324678, -3.442201], [1.321156, -1.813808, -4.251196], [2.398822, -1.137766, -3.728999], [2.468632, -0.835015, -2.371803], [3.076859, -0.464487, 0.625449], [3.994811, -1.524893, 0.475815], [5.319788, -1.378909, 0.926725], [5.689491, -0.211221, 1.565431], [4.822102, 0.877835, 1.588555], [3.514680, 0.720973, 1.155857], [-1.040444, 1.071931, 0.521678], [-1.201918, 2.600789, 1.419374], [-0.128247, 3.495734, 1.421355], [-0.389443, 4.802916, 1.844487], [-1.621847, 5.181603, 2.334671], [-2.660824, 4.238399, 2.437763], [-2.447900, 2.940062, 1.964862], [-2.001127, 1.176479, -1.029387], [-2.166771, 0.051948, -1.816703], [-2.966674, 0.109116, -2.937736], [-3.754426, 1.224377, -3.229506], [-3.528335, 2.385440, -2.501856], [-2.712547, 2.345088, -1.374551], [2.099438, 2.052815, -1.085183], [0.538721, 2.863453, -0.903594], [0.728542, 1.473516, -2.000094], [-0.347711, -2.456509, -1.350770], [-0.575808, -2.810312, -3.839033], [1.292188, -2.014572, -5.311595], [3.250354, -0.855861, -4.383084], [3.227329, -0.130991, -1.986401], [3.583624, -2.382827, -0.077258], [6.039712, -2.217757, 0.860300], [6.608970, -0.102822, 2.115848], [5.033850, 1.876962, 1.974516], [2.785771, 1.502368, 1.212557], [0.869932, 3.238955, 1.051379], [0.457714, 5.567586, 1.794657], [-1.870719, 6.209619, 2.538003], [-3.600910, 4.594613, 2.869826], [-3.219569, 2.214199, 1.988885], [-1.767369, -0.932111, -1.473495], [-3.128275, -0.836824, -3.540676], [-4.355929, 1.232067, -4.166015], [-4.083209, 3.306606, -2.803291], [-2.540892, 3.304071, -0.868112], [-4.940759, -1.442690, 1.757943], [-4.092863, -0.994852, 0.823708], [-2.522688, -1.622446, 1.361403], [-3.848272, 0.359380, 0.866847], [-4.242402, -1.526686, -0.468054], [1.354595, 1.554401, 3.708424], [0.390616, 0.448336, 4.054268], [0.109102, -0.527498, 2.926070], [1.334908, -7.120817, 1.883704], [0.250871, -5.307059, 1.648503], [-1.106844, -5.289169, 1.287153], [-1.535195, -3.975938, 1.244452], [-0.500948, -3.143708, 1.610819], [0.552288, -3.949171, 1.827986], [-1.791617, -6.123560, 1.093105], [-2.474312, -3.579327, 1.102197], [1.498274, -3.540474, 2.173712]],
  "forces_ev_per_a": [[-2.964, 0.505, 2.800], [1.088, 0.170, 2.959], [0.286, -1.047, 0.220], [0.882, 3.640, -2.091], [1.327, 0.841, -0.440], [-0.251, -1.044, -0.170], [-0.540, 0.724, 0.905], [-0.503, -0.963, -0.357], [1.525, 0.692, 0.329], [-0.849, 0.095, 0.315], [0.187, -1.350, 0.170], [-0.402, 0.126, -0.503], [-0.554, -1.268, -0.085], [-0.210, 0.985, 0.326], [-0.795, 0.351, 0.104], [-0.250, 0.395, 0.020], [1.223, -0.864, -1.877], [0.093, -0.101, 0.195], [-0.241, 0.669, 0.130], [2.063, 0.949, -0.051], [-0.967, -0.688, -0.421], [0.545, 0.188, -0.048], [0.423, 1.100, 0.241], [-0.666, 0.941, 0.674], [0.334, -0.982, 0.591], [-1.238, -1.773, -0.922], [1.076, 0.003, -1.238], [-1.021, 0.420, 0.037], [0.710, 0.763, -0.225], [-0.205, -0.056, -0.047], [-0.023, -0.270, -0.429], [-0.756, -0.692, -2.411], [-0.031, -0.008, -0.556], [0.490, -0.078, -0.027], [-0.038, 0.033, -0.111], [-0.849, -0.002, 0.448], [-0.280, -0.820, -0.208], [0.846, -0.036, 0.457], [-0.639, 0.601, -0.045], [0.452, -0.191, -0.362], [0.553, -0.547, 0.109], [-0.045, 0.643, 0.281], [-0.552, 0.029, 0.288], [-1.340, -1.157, 0.056], [0.318, 0.180, 0.321], [0.202, -0.541, -0.276], [-0.708, -0.471, -0.017], [-0.246, 1.002, -0.559], [0.310, 1.285, 0.769], [0.275, -0.025, 1.062], [0.714, -0.775, 0.520], [-0.116, -0.601, 0.135], [0.663, -0.205, -0.215], [-1.090, 0.331, -1.326], [0.778, 0.495, -0.455], [0.180, -0.786, 0.094], [0.697, 0.471, 1.985], [-2.689, -3.148, 0.841], [2.675, 3.207, -0.605], [-0.061, -0.138, -0.803], [-0.427, 1.220, -0.086], [-0.897, -0.006, -0.106], [-0.507, 1.471, 0.008], [0.951, -1.613, 0.390], [-0.613, -1.906, -0.976], [0.893, -0.671, 0.326], [0.327, 0.560, 0.022], [0.666, -0.296, 0.122], [-0.189, 0.036, -0.203]],
  "lowdin_charge": [0.730, -0.082, -0.429, 1.014, -0.366, -0.123, -0.031, -0.047, -0.051, -0.058, -0.373, -0.075, -0.041, -0.044, -0.034, -0.110, 1.013, -0.374, -0.099, -0.055, -0.045, -0.024, -0.069, -0.338, -0.126, -0.064, -0.041, -0.050, -0.059, 0.093, 0.081, 0.050, 0.089, 0.124, 0.123, 0.137, 0.123, 0.112, 0.132, 0.121, 0.127, 0.079, 0.095, 0.146, 0.118, 0.126, 0.092, 0.088, 0.139, 0.134, 0.135, 0.118, 0.238, -0.981, -0.234, 0.154, 0.153, -0.397, 1.025, -0.481, 0.927, -0.675, -0.058, 0.049, -0.146, -0.150, 0.146, 0.169, 0.127],
  "e_lumo_ev": [-9.3, -8.7],
  "spin_multiplicity": 2,
  "total_charge": 2,
  "s_squared": 0.83,
  "homo_lumo_gap_ev": [5.0622, 5.6134]
}